w.
# C11H18O

A 2-piece molecular cluster, C11H18O overall (the ωB97M-V functional and the def2-TZVPD basis, the Open Molecules 2025 dataset).

Values from the calculation:
**SMILES string**: CCc1ccc(O)cc1.CCC
**E_HOMO**: -8.327 eV
**LUMO level**: 0.92 eV
**HOMO-LUMO gap**: 9.25 eV

Geometry as ORCA input:
```
! wB97M-V def2-TZVPD RIJCOSX def2/J DEFGRID3
* xyz 0 1
C -1.7772 1.9403 -0.1825
C -1.1009 0.6002 -0.4150
C -0.2862 0.2699 0.8195
C -0.8007 -0.3317 1.9369
C -0.0634 -0.5636 3.0813
C 1.2279 0.0003 3.1328
O 2.1830 -0.3412 4.0869
C 1.7263 0.9558 2.1656
C 0.9340 0.8647 0.9953
H -2.4827 2.1481 -1.0319
H -0.9136 2.6595 -0.0309
H -2.5341 2.1521 0.6902
H -1.8226 -0.1870 -0.7193
H -0.2709 0.6536 -1.2217
H -1.8841 -0.5684 1.8696
H -0.4120 -1.3508 3.8711
H 1.7927 -1.0006 4.6762
H 2.6128 1.5532 2.3251
H 1.3608 1.3089 0.0796
C -1.4501 -1.9922 -4.6199
C -0.6950 -0.6439 -4.6425
C 0.7117 -0.4578 -3.7596
H -2.4955 -1.8382 -4.7736
H -1.2255 -2.7586 -5.2911
H -1.1572 -2.4733 -3.7087
H -1.3403 0.2088 -4.3083
H -0.2387 -0.3798 -5.6835
H 1.2461 0.2705 -4.1553
H 1.2915 -1.3116 -3.6296
H 0.4512 -0.2080 -2.7243
*
```

=====

x.
# C11H18O

A 2-piece molecular cluster, C11H18O overall (the ωB97M-V functional and the def2-TZVPD basis, the Open Molecules 2025 dataset).

Values from the calculation:
**SMILES string**: CCc1ccc(O)cc1.CCC
**E_HOMO**: -8.423 eV
**LUMO level**: 0.89 eV
**HOMO-LUMO gap**: 9.31 eV

Geometry as ORCA input:
```
! wB97M-V def2-TZVPD RIJCOSX def2/J DEFGRID3
* xyz 0 1
C -2.3607 0.8082 0.4501
C -1.5381 2.0697 0.8402
C -0.3021 2.1269 -0.0037
C 0.8881 1.5520 0.3940
C 2.0668 1.5257 -0.3228
C 2.0523 2.1365 -1.5788
O 3.0884 1.8323 -2.4483
C 0.9204 2.8236 -1.9893
C -0.2714 2.7750 -1.2540
H -1.7722 -0.0556 0.7913
H -2.5644 0.7559 -0.6116
H -3.2299 0.6171 1.0907
H -2.2055 2.9152 0.7160
H -1.3165 1.9491 1.9032
H 0.8779 1.0610 1.3682
H 2.9458 1.1177 0.1616
H 3.5900 1.1759 -2.0007
H 0.9851 3.4180 -2.8882
H -0.9852 3.5062 -1.6057
C -0.3976 -4.2579 0.1513
C -0.6709 -2.9157 0.8097
C 0.6295 -2.0569 0.8952
H -1.3263 -4.8340 -0.0168
H 0.0948 -4.3087 -0.8155
H 0.0755 -4.9040 0.8969
H -1.3988 -2.3088 0.2753
H -0.9538 -3.0179 1.8481
H 0.4150 -0.9899 0.7937
H 1.1492 -2.2253 1.8553
H 1.5145 -2.2915 0.2946
*
```

=====

Q: What are the energies relative to the best structure? A: w 0.0553; x 0.0000, in hartree.

=====

w.
# CNO4S

An isolated ion of composition CNO4S and charge -1 (the ωB97M-V functional and the def2-TZVPD basis, the Open Molecules 2025 dataset).

Values from the calculation:
**SMILES string**: O=[N+]([O-])OC([O-])=S
**E_HOMO**: -4.847 eV
**LUMO level**: 3.56 eV
**HOMO-LUMO gap**: 8.40 eV

Geometry as ORCA input:
```
! wB97M-V def2-TZVPD RIJCOSX def2/J DEFGRID3
* xyz -1 1
O 2.2360 0.9108 -0.4200
N 1.2563 0.2459 -0.1502
O 1.3857 -0.8581 0.3368
O 0.0765 0.6845 -0.3109
C -1.3132 -0.2454 0.1916
O -1.0007 -1.3068 0.5863
S -2.6406 0.5690 -0.2337
*
```

=====

x.
# CNO4S

A 3-piece molecular cluster, CNO4S overall (the ωB97M-V functional and the def2-TZVPD basis, the Open Molecules 2025 dataset).

Values from the calculation:
**E_HOMO (alpha / beta)**: -3.305 / -3.318 eV
**LUMO level (alpha / beta)**: 1.12 / 3.43 eV
**HOMO-LUMO gap (alpha / beta)**: 4.43 / 6.75 eV

Geometry as ORCA input:
```
! wB97M-V def2-TZVPD RIJCOSX def2/J DEFGRID3
* xyz -1 1
C 0.3577 1.6521 -0.6533
N 0.0679 -1.9331 0.6066
O 0.6049 1.2120 -1.7078
O 0.2230 2.0959 0.4224
O -0.3546 -2.3530 1.6736
O 1.1455 -1.3907 0.4351
S -2.0444 0.7167 -0.7767
*
```

=====

Q: What are the energies relative to the best structure? A: w 0.0000; x 0.0397, in hartree.

=====

w.
# C4H7OP

A 2-piece molecular cluster, C4H7OP overall (the ωB97M-V functional and the def2-TZVPD basis, the Open Molecules 2025 dataset).

Values from the calculation:
**E_HOMO (alpha / beta)**: -8.256 / -7.480 eV
**LUMO level (alpha / beta)**: -0.78 / -1.03 eV
**HOMO-LUMO gap (alpha / beta)**: 7.48 / 6.45 eV

Geometry as ORCA input:
```
! wB97M-V def2-TZVPD RIJCOSX def2/J DEFGRID3
* xyz 0 1
C 0.1410 -0.3697 -0.9717
C 0.7193 -0.0091 0.0970
C -1.3833 -0.1113 -1.1628
C 2.1036 -0.1629 0.6422
O -2.8106 1.3415 2.2675
P -1.3913 1.0787 2.3933
H 0.5704 -0.9381 -1.8643
H -1.5736 -0.4427 -2.1274
H -1.8236 -0.7710 -0.4738
H -1.5537 0.9050 -0.8646
H 2.6906 -0.5079 -0.2123
H 2.3545 0.9298 0.8836
H 1.9567 -0.9423 1.3935
*
```

=====

x.
# C4H7OP

One molecule with the formula C4H7OP (the ωB97M-V functional and the def2-TZVPD basis, the Open Molecules 2025 dataset).

Values from the calculation:
**E_HOMO (alpha / beta)**: -7.639 / -7.595 eV
**LUMO level (alpha / beta)**: -0.69 / -0.64 eV
**HOMO-LUMO gap (alpha / beta)**: 6.95 / 6.96 eV

Geometry as ORCA input:
```
! wB97M-V def2-TZVPD RIJCOSX def2/J DEFGRID3
* xyz 0 1
C -0.4196 0.2089 0.4764
C -0.5902 -0.7016 -0.5061
C 0.7713 1.0366 0.8700
C 0.2031 -0.9495 -1.7162
O -1.5035 0.4559 1.3752
P -1.3477 0.4700 2.9688
H 0.4680 1.3222 1.9852
H 0.8561 1.9721 0.4104
H 1.7476 0.5229 0.8583
H 0.6854 -1.9450 -1.7967
H 1.0337 -0.3370 -1.8305
H -0.3212 -0.8310 -2.6340
H -1.5830 -1.2243 -0.4608
*
```

=====

Q: What are the energies relative to the best structure? A: w 0.0503; x 0.0000, in hartree.

=====

w.
# H33O17

A 17-piece molecular cluster, H33O17 overall (the ωB97M-V functional and the def2-TZVPD basis, the Open Molecules 2025 dataset).

Values from the calculation:
**E_HOMO**: -6.126 eV
**LUMO level**: 1.42 eV
**HOMO-LUMO gap**: 7.55 eV

Geometry as ORCA input:
```
! wB97M-V def2-TZVPD RIJCOSX def2/J DEFGRID3
* xyz -1 1
O 1.5859 -1.3706 -5.0197
H 1.6922 -0.7735 -5.7557
H 0.8281 -1.9464 -5.1289
O 1.2993 2.0105 -5.5164
H 1.8927 1.2588 -5.4738
H 0.4222 1.7212 -5.2469
O -5.3629 -0.8349 0.0338
H -4.5607 -1.1498 0.4489
H -6.0676 -0.6459 0.6515
O -0.8014 -1.8342 -2.2266
H -1.3764 -1.1035 -2.4588
H -0.4836 -1.6643 -1.3309
O 0.2942 -1.4279 1.6414
H -1.1103 -3.7121 2.8344
O -0.9728 0.2655 2.8797
H 3.0528 0.8401 1.5528
H -0.9522 1.0982 2.4098
O -0.1215 -3.6817 0.6152
H -2.1114 -0.6755 4.0617
H 0.5157 -3.0713 1.0187
O -2.3404 0.5628 -4.8972
H -2.9363 1.0571 -4.3188
H 0.8064 -0.8484 1.0719
O -2.7023 -0.8088 4.8311
H 0.1261 -3.7688 -0.3026
H -2.3130 -0.1472 5.4128
O 3.9631 2.8199 -1.1174
H 3.8417 2.8257 -0.1658
H 3.4222 3.4721 -1.5515
O 1.1846 4.0282 -2.6445
H 1.6026 3.3639 -2.0811
H 2.6672 -3.0187 3.7861
O -1.6138 -4.4937 3.0649
H -2.4754 -4.3656 2.6810
H -0.2442 1.1038 0.7989
O 3.3775 -3.6387 3.6070
H 3.0048 -4.4826 3.3647
H -0.3535 -0.7117 2.2339
O 1.1846 1.0885 3.7998
H 0.6360 1.8671 3.8223
H 0.7231 0.3373 3.3020
O 3.5325 1.2146 2.2909
H 2.9664 1.2182 3.0832
H -2.7849 -0.2922 -4.8034
O 0.6129 1.5530 0.7789
H 0.9357 3.4783 -3.3967
H 0.3688 2.2533 0.1558
O -1.6168 3.7271 -0.5879
H -2.2779 3.2017 -1.0304
H -0.9603 4.1015 -1.1785
*
```

=====

x.
# H33O17

H33O17 as an isolated structure (the ωB97M-V functional and the def2-TZVPD basis, the Open Molecules 2025 dataset).

Values from the calculation:
**E_HOMO**: -7.449 eV
**LUMO level**: 2.08 eV
**HOMO-LUMO gap**: 9.52 eV

Geometry as ORCA input:
```
! wB97M-V def2-TZVPD RIJCOSX def2/J DEFGRID3
* xyz -1 1
O -1.4537 1.7104 4.3682
H -1.4818 1.4452 3.3880
H -1.1348 0.9234 4.8074
O 1.5821 4.3516 -2.6037
H 0.6572 4.0723 -2.5242
H 2.0571 3.7765 -3.2073
O 5.3001 -1.7545 0.4391
H 4.3853 -2.0436 0.2923
H 5.0077 -0.8552 0.1816
O 2.0594 -0.7377 5.9207
H 1.8089 -1.2387 5.1346
H 1.6212 0.1281 5.7423
O 2.1021 2.4296 0.2318
H 1.3749 1.7931 0.3888
O -1.8136 0.8718 -1.7259
H 3.6295 2.9615 -1.4613
H -0.9171 0.4673 -1.6582
O -3.4665 -2.1289 -4.4981
H -3.2399 -2.2749 -3.5686
H -3.0943 -1.3083 -4.8120
O 0.9783 -0.1230 -1.0482
H 1.4933 -0.7304 -1.5791
H 1.6633 3.2588 0.0315
O 3.8309 -1.9552 -2.7405
H 3.6521 -2.5295 -1.9966
H 3.3414 -1.1307 -2.7457
O 0.7470 -2.4608 1.0675
H 1.3920 -1.7368 1.0654
H -0.0286 -1.9194 1.1216
O -5.5490 2.5437 -1.7732
H -6.0772 2.0617 -1.1087
H -5.1973 3.2300 -1.1885
O -0.0189 -0.0419 1.1274
H 0.3531 -0.1075 2.0118
H -1.1502 0.5877 1.2244
O -2.0308 1.1814 1.5484
H -2.0434 2.1073 1.2509
H -2.2694 0.3588 -1.0345
O -3.8383 -2.1189 -0.3856
H -4.3002 -2.2648 0.4515
H -3.2099 -1.4047 -0.1268
O 3.3471 2.2345 -2.0780
H 3.2199 1.6634 -1.3051
H 0.8933 -0.1965 -0.0352
O 2.8425 -4.3715 0.4364
H 3.6914 -4.0906 0.7513
H 2.0472 -3.9123 0.2490
O -4.5023 0.0711 1.3984
H -3.9036 0.8169 1.6581
H -5.1886 0.5811 0.9384
*
```

=====

y.
# H33O17

A 17-piece molecular cluster, H33O17 overall (the ωB97M-V functional and the def2-TZVPD basis, the Open Molecules 2025 dataset).

Values from the calculation:
**E_HOMO**: -6.277 eV
**LUMO level**: 2.29 eV
**HOMO-LUMO gap**: 8.56 eV

Geometry as ORCA input:
```
! wB97M-V def2-TZVPD RIJCOSX def2/J DEFGRID3
* xyz -1 1
O -3.3260 2.7674 2.4732
H -3.4262 1.8169 2.4966
H -3.4867 3.1220 1.5886
O 0.0873 -3.7010 1.2987
H 0.5184 -3.8318 2.1593
H -0.0706 -2.7305 1.4659
O 2.2001 2.1699 -1.5908
H 2.4560 2.8690 -0.9827
H 2.4377 1.3817 -1.0875
O 3.8992 0.0984 0.0504
H 3.9701 -0.5558 0.7849
H 4.3641 -0.5502 -0.5784
O 0.2225 -0.9671 1.4448
H 0.4192 -0.6349 0.4893
O -4.8918 -2.9288 -0.5961
H -1.0099 0.4236 -0.5654
H -4.2217 -3.2225 0.0725
O -0.1015 -3.0460 -1.9070
H 2.7375 -1.0148 2.2123
H -0.4562 -3.4654 -1.1372
O 0.0105 5.1494 -0.2300
H -0.4869 4.5627 -0.7989
H -0.6922 -1.1414 1.6483
O 3.1798 -0.9644 3.0571
H -0.2048 -2.0449 -1.7816
H 2.6403 -1.3091 3.7706
O 0.9556 4.3651 2.8646
H 0.2260 4.8615 2.4552
H 0.9897 3.7544 2.1200
O 0.0312 -0.6846 -1.1483
H 0.7311 -0.1284 -1.5057
H -1.7935 -3.5582 0.3961
O 5.2026 -2.2375 -3.1843
H 4.7120 -1.5220 -2.7479
H 4.8386 -3.1153 -3.0962
O -2.2898 -4.3270 0.6409
H -1.7925 -5.0908 0.9002
H -4.2108 -2.9166 -1.3321
O -2.6877 4.7832 -1.1386
H -2.0652 4.1303 -0.7604
H -3.5939 4.5886 -1.3516
O -1.1109 1.4601 -0.5383
H -0.9920 1.8093 -1.4292
H -0.6424 5.8817 -0.3351
O 2.9902 -1.0889 -2.1693
H 2.4697 -0.2852 -2.4090
H 2.4480 -1.3160 -1.4062
O -3.9704 -0.3670 0.5869
H -4.1021 -1.2898 0.3276
H -3.1119 0.0408 0.5036
*
```

=====

z.
# H33O17

A 17-piece molecular cluster, H33O17 overall (the ωB97M-V functional and the def2-TZVPD basis, the Open Molecules 2025 dataset).

Values from the calculation:
**E_HOMO**: -6.253 eV
**LUMO level**: 1.85 eV
**HOMO-LUMO gap**: 8.11 eV

Geometry as ORCA input:
```
! wB97M-V def2-TZVPD RIJCOSX def2/J DEFGRID3
* xyz -1 1
O -1.6255 -3.5631 0.7099
H -1.8809 -3.4527 -0.3007
H -1.0626 -2.7636 0.5125
O 3.2756 3.4768 4.1388
H 2.8121 3.2748 3.3942
H 3.4277 2.6587 4.6199
O -2.3351 0.8421 -0.1806
H -3.2013 1.0082 -0.3663
H -1.8690 0.3228 0.3916
O -0.5920 4.8977 -1.2691
H 0.1117 4.4914 -0.7945
H -0.3380 5.5877 -1.7957
O 4.3687 1.3564 0.0382
H 4.1522 1.3818 -0.8689
O 1.3033 -0.5131 6.1788
H -1.9229 0.1423 -3.0015
H 1.0744 -0.6987 5.2694
O -4.4160 0.4749 1.0862
H -5.4496 0.1113 1.1081
H -4.1322 -0.4956 0.9549
O 0.4924 2.7632 -4.4821
H 0.1620 2.6575 -3.6313
H 3.5027 1.1314 0.3333
O 1.8004 -0.8706 -3.0673
H 1.5620 -1.7568 -3.4451
H 1.4644 -0.7749 -2.1044
O -0.1561 2.0257 0.6582
H -0.8238 1.7374 -0.1046
H -0.8904 2.5982 1.1054
O 0.0247 -1.4370 1.6325
H 0.3972 -2.2654 1.8250
H 0.3116 -0.9396 0.8343
O 1.3581 -3.4372 -1.6998
H 1.4877 -2.5350 -1.5083
H 1.4401 -3.8324 -0.8362
O 1.1678 -0.7295 -0.3924
H 1.9064 -0.1119 -0.1830
H 1.6216 0.2702 6.2381
O -3.9015 0.8710 -3.5556
H -2.9139 0.7755 -3.4034
H -4.0689 1.3418 -2.8664
O -1.2833 0.8103 -2.9678
H -0.9332 0.8298 -2.0634
H 0.8884 2.0691 -4.9781
O 1.4146 -0.6019 3.4884
H 2.0355 -1.3302 3.4510
H 0.9074 -0.5714 2.7218
O -0.6512 -6.2422 -0.2257
H -1.1870 -5.4734 -0.1122
H -0.5522 -6.3764 -1.1198
*
```

=====

Q: What are the energies relative to the best structure? A: w 0.0026; x 0.0000; y 0.0298; z 0.1338, in hartree.